[1]
A cluster of 4 separate species, C23H50O12S2 in total at a distorted geometry. Source: OMol25; level of theory: wB97M-V/def2-TZVPD.

Each line ends with the Mulliken charge.
Geometry (Å):
C1 1.45 -2.53 1.77  -0.3726
C2 0.51 -3.10 2.23  -0.0063
O1 -0.44 -3.60 3.00  -0.3146
S1 -0.55 -5.30 2.71  0.6809
O2 -0.33 -5.93 3.96  -0.5046
O3 -2.17 -5.27 2.51  -0.2687
C3 -2.55 -5.38 1.12  -0.4843
S2 -3.76 -4.12 0.61  -0.1492
C4 -3.15 -2.63 1.44  0.6667
C5 -3.60 -2.50 2.89  -1.2606
H1 2.22 -2.04 1.22  0.5622
H2 -1.68 -5.29 0.48  0.4034
H3 -3.01 -6.35 1.00  0.3336
H4 -3.59 -1.81 0.88  0.4453
H5 -2.07 -2.55 1.33  -0.6863
H6 -3.22 -3.29 3.51  0.2755
H7 -4.68 -2.49 2.90  0.3833
H8 -3.27 -1.53 3.26  0.3601
C6 -1.13 4.79 -0.24  -0.8922
O4 -0.90 3.56 -0.87  -0.1692
C7 0.40 3.49 -1.43  -0.5398
C8 0.71 2.07 -1.85  -0.5021
O5 1.14 1.24 -0.78  -0.4539
C9 0.12 0.76 0.09  -0.4871
C10 -0.68 -0.38 -0.49  0.0197
O6 -1.69 0.11 -1.36  -0.1452
C11 -2.26 -0.92 -2.14  -0.6710
H9 -1.03 5.63 -0.94  0.3455
H10 -2.15 4.78 0.14  0.2522
H11 -0.44 4.94 0.60  0.3371
H12 1.14 3.83 -0.71  0.4117
H13 0.43 4.14 -2.32  0.4452
H14 1.56 2.10 -2.54  0.3957
H15 -0.13 1.62 -2.38  0.1922
H16 -0.53 1.57 0.42  0.2001
H17 0.65 0.38 0.97  0.3686
H18 -1.16 -0.93 0.33  -0.2569
H19 -0.01 -1.06 -1.03  0.4041
H20 -1.51 -1.37 -2.80  0.3546
H21 -3.04 -0.48 -2.75  0.2138
H22 -2.70 -1.70 -1.50  0.1605
C12 -3.21 3.79 -3.27  -0.6021
O7 -3.71 4.91 -3.97  -0.2668
C13 -4.99 4.66 -4.53  -0.5605
C14 -5.61 5.95 -5.02  -0.4567
O8 -6.21 6.72 -3.99  -0.4522
C15 -5.34 7.46 -3.16  -0.3555
C16 -4.82 8.73 -3.80  -0.5993
O9 -3.73 8.45 -4.66  -0.2132
C17 -3.42 9.55 -5.49  -0.7804
H23 -3.14 2.91 -3.92  0.3628
H24 -2.22 4.04 -2.89  -0.0150
H25 -3.86 3.55 -2.41  0.3187
H26 -5.64 4.21 -3.77  0.3294
H27 -4.88 3.96 -5.37  0.4280
H28 -6.43 5.69 -5.69  0.3918
H29 -4.88 6.54 -5.58  0.2347
H30 -4.51 6.84 -2.80  0.1806
H31 -5.94 7.75 -2.29  0.3855
H32 -4.48 9.42 -3.01  0.4350
H33 -5.64 9.21 -4.36  0.3382
H34 -4.26 9.78 -6.16  0.3168
H35 -2.56 9.27 -6.10  0.2298
H36 -3.17 10.44 -4.90  0.3074
C18 8.68 -6.16 1.24  -0.7671
O10 7.71 -6.19 2.26  -0.2297
C19 8.24 -6.70 3.48  -0.5976
C20 7.28 -6.46 4.62  -0.3890
O11 7.35 -5.15 5.16  -0.4481
C21 6.71 -4.12 4.41  -0.4456
C22 5.21 -4.10 4.58  -0.5749
O12 4.60 -5.06 3.74  -0.2744
C23 3.25 -5.27 4.08  -0.7153
H37 9.07 -7.17 1.04  0.3061
H38 8.20 -5.79 0.34  0.2293
H39 9.51 -5.50 1.51  0.3137
H40 9.20 -6.23 3.70  0.3445
H41 8.39 -7.79 3.36  0.4412
H42 7.56 -7.12 5.44  0.3805
H43 6.25 -6.71 4.33  0.2064
H44 6.99 -4.17 3.36  0.2340
H45 7.11 -3.19 4.82  0.3781
H46 4.83 -3.10 4.31  0.4448
H47 4.96 -4.30 5.63  0.3295
H48 3.16 -5.68 5.09  0.3781
H49 2.84 -6.00 3.38  0.2262
H50 2.68 -4.34 4.01  0.2249

The total energy comes out at -70893.6245 eV. As for the spin multiplicity: 1. The highest occupied orbital energy is -9.270 eV. For the HOMO-LUMO gap, the calculation gives 9.686 eV.

---

[2]
A cluster of 3 separate species, C23H51ClINO11P2 in total at a distorted geometry. Source: OMol25; level of theory: wB97M-V/def2-TZVPD.

Each line ends with the Mulliken charge.
Geometry (Å):
C1 -1.52 -3.27 -8.22  -0.9154
C2 -0.27 -2.23 -8.13  -0.3100
O1 0.11 -1.94 -6.76  -0.3411
C3 -0.90 -1.13 -6.11  -0.3802
C4 -0.33 0.24 -5.51  -0.6497
C5 0.41 0.08 -4.10  -0.4353
C6 -0.60 -0.17 -2.89  -0.6046
C7 -0.12 0.51 -1.51  -0.2999
O2 0.94 -0.23 -0.86  -0.3309
C8 0.95 -0.03 0.53  0.6065
O3 -0.03 -0.41 1.20  -0.5774
N1 2.07 0.55 1.28  0.0135
Cl1 3.47 0.72 0.29  -0.0933
C9 2.33 -0.22 2.54  -0.2021
C10 3.80 -0.10 3.12  -0.4392
C11 3.71 -0.27 4.74  -0.9299
I1 5.14 -1.73 2.47  0.0867
H1 -2.51 -2.74 -8.05  0.2586
H2 -1.40 -4.13 -7.49  0.2490
H3 -1.48 -3.71 -9.27  0.3385
H4 0.61 -2.74 -8.64  0.3111
H5 -0.60 -1.29 -8.70  0.2741
H6 -1.29 -1.74 -5.23  0.1816
H7 -1.81 -0.92 -6.78  0.3310
H8 -1.22 0.94 -5.39  0.3018
H9 0.41 0.70 -6.25  0.2991
H10 1.13 -0.81 -4.18  0.2065
H11 1.01 1.02 -3.89  0.3363
H12 -1.57 0.39 -3.17  0.3364
H13 -0.90 -1.26 -2.76  0.2647
H14 0.21 1.59 -1.73  0.1830
H15 -1.07 0.61 -0.87  0.3098
H16 1.63 0.22 3.33  0.1972
H17 2.06 -1.33 2.48  0.0847
H18 4.30 0.91 2.96  0.5368
H19 4.36 -1.16 5.07  0.2989
H20 2.66 -0.48 5.10  0.2971
H21 4.10 0.65 5.30  0.2321
C12 2.34 -5.69 7.46  -1.0459
C13 2.39 -4.81 6.23  -0.2800
O4 1.65 -5.37 5.15  -0.3613
P1 0.00 -5.33 5.20  1.0350
O5 -0.17 -3.81 5.12  -0.7274
O6 -0.30 -5.64 3.60  -0.3503
C14 -0.98 -4.69 2.79  -0.5823
C15 -0.02 -3.71 2.14  -0.6097
O7 0.02 -7.03 5.39  -0.3011
C16 -0.48 -7.62 6.58  -0.1848
C17 -1.65 -6.88 7.21  -1.1953
H22 1.33 -5.69 7.89  0.2440
H23 3.02 -5.34 8.23  0.4367
H24 2.60 -6.73 7.21  0.2297
H25 2.04 -3.81 6.46  0.2621
H26 3.43 -4.73 5.89  0.3508
H27 -1.75 -4.17 3.38  0.3285
H28 -1.52 -5.24 2.01  0.3975
H29 0.74 -3.34 2.83  0.0581
H30 -0.56 -2.86 1.72  0.2900
H31 0.52 -4.20 1.32  0.3186
H32 0.34 -7.72 7.30  0.2248
H33 -0.80 -8.63 6.33  0.3381
H34 -1.40 -5.84 7.44  0.3728
H35 -1.95 -7.37 8.14  0.3733
H36 -2.51 -6.87 6.53  0.3517
C18 0.79 6.35 0.03  -0.9069
C19 0.81 7.24 -1.19  -0.3433
O8 0.09 6.67 -2.28  -0.3344
P2 -1.57 6.63 -2.22  0.9738
O9 -1.80 8.14 -2.29  -0.7439
O10 -1.85 6.32 -3.83  -0.3029
C20 -2.59 7.25 -4.62  -0.3221
C21 -1.66 8.27 -5.27  -1.0190
O11 -1.47 4.93 -2.05  -0.2463
C22 -1.94 4.31 -0.86  0.0160
C23 -3.13 4.98 -0.22  -1.3686
H37 -0.21 6.30 0.46  0.2190
H38 1.46 6.73 0.80  0.4356
H39 1.10 5.33 -0.23  0.1633
H40 0.41 8.23 -0.96  0.2800
H41 1.84 7.37 -1.53  0.3456
H42 -3.37 7.73 -4.02  0.3178
H43 -3.10 6.68 -5.40  0.3462
H44 -0.92 8.67 -4.57  0.2847
H45 -2.25 9.11 -5.67  0.3328
H46 -1.11 7.82 -6.09  0.2866
H47 -1.11 4.24 -0.15  0.2169
H48 -2.21 3.28 -1.12  0.2120
H49 -2.93 6.03 0.02  0.3902
H50 -3.40 4.47 0.71  0.3879
H51 -4.00 4.96 -0.90  0.3797

The total energy comes out at -87886.3492 eV. As for the spin multiplicity: 1. The highest occupied orbital energy is -9.266 eV. As for the SMILES: CCOCCCCCOC(=O)N(Cl)C[C@@H](C)I.CCOP(=O)(OCC)OCC.CCOP(=O)(OCC)OCC. For the HOMO-LUMO gap, the calculation gives 8.060 eV.

---

[3]
A structure of composition C23H52IO7PSi2 at a distorted geometry. Source: OMol25; level of theory: wB97M-V/def2-TZVPD.

Each line ends with the Mulliken charge.
Geometry (Å):
C1 6.33 2.68 -1.07  -1.2336
C2 4.86 2.21 -0.83  -0.2824
C3 4.60 0.73 -1.35  -0.6759
C4 3.46 0.12 -0.42  -0.7969
Si1 2.23 -0.87 -1.47  0.3150
C5 0.47 -0.74 -0.72  -0.7335
C6 -0.66 -1.18 -1.74  -0.5456
C7 -1.56 -2.34 -1.17  -0.8526
P1 -3.25 -1.79 -0.61  0.7548
O1 -3.83 -2.90 0.25  -0.7535
O2 -3.23 -0.30 0.12  0.1652
C8 -2.77 -0.38 1.49  -0.5050
C9 -3.79 0.28 2.48  -0.7878
O3 -4.25 -1.65 -1.96  -0.4710
C10 -5.60 -1.38 -1.58  0.0870
C11 -6.55 -2.38 -2.34  -1.1856
O4 2.69 -2.49 -1.83  -0.2687
Si2 3.25 -3.41 -0.51  0.4481
C12 4.57 -4.61 -1.21  -0.4940
C13 5.36 -5.38 -0.09  -0.6031
C14 6.80 -4.82 0.17  -0.9255
I1 8.06 -4.82 -1.60  0.0230
H1 6.45 3.76 -0.81  0.2583
H2 6.63 2.58 -2.13  0.2883
H3 7.04 2.13 -0.40  0.4254
H4 4.15 2.91 -1.32  0.2030
H5 4.68 2.22 0.27  0.2712
H6 5.51 0.10 -1.24  0.2980
H7 4.18 0.75 -2.38  0.3324
H8 3.86 -0.40 0.48  0.5034
H9 2.89 1.00 -0.03  0.3504
H10 2.15 -0.17 -2.77  -0.2247
H11 0.38 -1.21 0.28  0.5696
H12 0.31 0.36 -0.56  0.2189
H13 -1.25 -0.31 -2.10  0.2608
H14 -0.14 -1.59 -2.64  0.4510
H15 -1.05 -2.82 -0.31  0.3902
H16 -1.70 -3.09 -1.98  0.3767
H17 -2.54 -1.42 1.81  0.5556
H18 -1.82 0.20 1.57  0.1739
H19 -3.35 0.28 3.50  0.2947
H20 -3.94 1.35 2.19  0.1949
H21 -4.76 -0.26 2.51  0.1349
H22 -5.93 -0.36 -1.86  0.1078
H23 -5.80 -1.51 -0.49  0.2766
H24 -6.00 -3.17 -2.89  0.2802
H25 -7.14 -1.82 -3.11  0.3262
H26 -7.30 -2.81 -1.65  0.2759
H27 2.21 -4.25 0.11  -0.1614
H28 3.92 -2.64 0.55  -0.1343
H29 5.23 -4.09 -1.94  0.3070
H30 4.00 -5.37 -1.81  0.2854
H31 5.50 -6.43 -0.44  0.3102
H32 4.74 -5.44 0.84  0.3286
H33 6.77 -3.83 0.68  0.3617
H34 7.30 -5.50 0.90  0.4173
C15 -5.82 4.02 -1.00  -1.2134
C16 -4.82 3.22 -0.20  0.7105
O5 -4.53 3.54 0.93  -0.5604
C17 -4.22 2.01 -0.86  0.0299
H35 -6.17 4.86 -0.40  0.3326
H36 -5.34 4.41 -1.90  0.3281
H37 -6.67 3.40 -1.27  0.3003
H38 -3.67 2.32 -1.75  0.4740
H39 -5.00 1.30 -1.12  -0.2910
H40 -3.52 1.53 -0.17  -0.0685
C18 4.50 6.99 -1.63  -1.1610
C19 3.82 5.88 -2.39  0.9008
O6 4.43 4.89 -2.73  -0.5301
C20 2.36 6.04 -2.70  -1.1729
H41 5.54 6.74 -1.48  0.2928
H42 4.44 7.92 -2.20  0.3604
H43 4.02 7.12 -0.66  0.3234
H44 2.20 6.93 -3.32  0.3796
H45 1.79 6.13 -1.78  0.3199
H46 2.00 5.17 -3.25  0.2947
C21 -4.90 -1.84 5.68  -0.9088
C22 -3.45 -1.51 5.88  0.8379
O7 -2.81 -0.92 5.04  -0.5279
C23 -2.81 -1.95 7.17  -1.2032
H47 -5.23 -1.47 4.70  0.1361
H48 -5.04 -2.92 5.70  0.3255
H49 -5.50 -1.37 6.45  0.3269
H50 -2.86 -3.03 7.26  0.3387
H51 -3.32 -1.48 8.02  0.3310
H52 -1.77 -1.64 7.18  0.3075

The total energy comes out at -72174.4737 eV. As for the spin multiplicity: 1. The highest occupied orbital energy is -9.398 eV. For the HOMO-LUMO gap, the calculation gives 9.905 eV.